This record from OMol25 describes CH2N3O2P as an isolated structure at a distorted geometry. The level of theory is the ωB97M-V functional and the def2-TZVPD basis.

The geometry in XYZ format:
```
9
Properties=species:S:1:pos:R:3:lowdin_charge:R:1
C -1.26724 0.30674 -0.82072 -0.538
N -2.33734 -0.04080 -0.89971 0.111
N 0.86856 -1.76578 0.00278 0.011
N 0.61016 1.36959 0.73580 -0.684
O 1.52648 1.12214 1.49067 0.057
O -0.23781 2.21486 0.88959 -0.011
P 0.39517 0.90581 -0.89946 1.123
H 0.53481 -2.04651 -0.92200 -0.077
H -0.09280 -2.06605 0.42304 0.010
```

- net charge = 0
- HOMO level (spin up / spin down) (eV) = -9.75 / -9.75
- LUMO energy (spin up / spin down) (eV) = -2.98 / -2.98
- M (g mol⁻¹) = 119.02
- gap between HOMO and LUMO (spin up / spin down) (eV) = 6.767 / 6.767


This record from OMol25 describes C3H4S2 as an isolated structure at a distorted geometry. The level of theory is the ωB97M-V functional and the def2-TZVPD basis.

The geometry in XYZ format:
```
9
Properties=species:S:1:pos:R:3:lowdin_charge:R:1
C 1.11509 -0.71350 -0.40682 -1.049
C 0.25641 0.56957 -0.46893 -0.398
C -1.05863 -0.15345 0.56017 -0.479
H -0.23524 0.83235 -1.78098 0.183
H 0.80474 1.91902 -0.18332 0.186
H -2.38121 0.34212 0.37470 0.156
H -0.87285 -0.21529 2.01570 0.173
S 2.78982 -0.83217 0.12502 0.522
S -0.41812 -1.74866 -0.23553 0.704
```

- net charge = 0
- HOMO level (eV) = -8.98
- LUMO energy (eV) = -1.12
- M (g mol⁻¹) = 104.20
- gap between HOMO and LUMO (eV) = 7.866


This record from OMol25 describes a 8-piece molecular cluster, C9H34O8 overall at a distorted geometry. The level of theory is the ωB97M-V functional and the def2-TZVPD basis.

The geometry in XYZ format:
```
51
Properties=species:S:1:pos:R:3:lowdin_charge:R:1
O -2.77100 11.44956 -12.72464 -0.024
H -3.67675 11.45502 -12.41511 0.072
H -2.48869 10.54042 -12.62466 0.033
O -3.98799 14.49573 -14.60914 -0.051
H -4.84893 14.18020 -14.33444 0.026
H -3.45652 13.70369 -14.68941 -0.008
O -0.09727 15.13753 -11.92894 -0.039
H -0.40143 15.73417 -11.24504 0.031
H 0.75670 15.48415 -12.18744 0.041
O -1.59420 13.34331 -14.01226 -0.059
H -1.82204 13.95703 -13.31392 0.031
H -1.96267 12.50729 -13.72669 -0.019
O 1.27687 13.59930 -14.93920 -0.062
H 0.42257 13.45054 -14.53389 -0.021
H 1.39179 12.85926 -15.53533 0.021
C -4.71754 19.19275 -12.28051 -0.069
C -3.74647 18.03990 -12.46888 -0.427
C -4.24684 16.69487 -11.82675 -0.052
O -3.66256 17.89606 -13.95427 -0.077
H -5.53839 19.17153 -12.99735 0.088
H -4.13359 20.11085 -12.34509 0.074
H -4.93363 19.10380 -11.21585 0.073
H -2.76638 18.38669 -12.14138 0.120
H -5.09381 16.42484 -12.45750 0.075
H -4.61175 16.65208 -10.80054 0.071
H -3.58179 15.83898 -11.94192 0.055
H -3.46587 16.96018 -14.03817 0.041
C -5.24896 9.36298 -14.62853 -0.035
C -5.20276 10.81063 -15.28656 -0.490
C -6.51391 11.25099 -16.02949 -0.018
O -5.08389 11.70276 -14.28580 -0.055
H -5.23391 8.53399 -15.33610 0.076
H -6.08168 9.26057 -13.93270 0.084
H -4.33743 9.20323 -14.05261 0.030
H -4.33789 10.84308 -15.94917 0.127
H -7.27302 10.59785 -15.59906 0.072
H -6.35323 11.18048 -17.10527 0.073
H -6.73202 12.29750 -15.81656 0.075
H -4.24591 11.42745 -13.90682 0.034
C -2.47527 6.77140 -14.32109 -0.052
C -1.71404 7.99075 -13.88619 -0.436
C -1.70068 9.06946 -14.98478 -0.031
O -2.47571 8.56336 -12.78654 -0.098
H -3.19915 7.06918 -15.07964 0.070
H -3.11847 6.49455 -13.48577 0.084
H -1.81544 5.97110 -14.65610 0.088
H -0.72574 7.69736 -13.53223 0.137
H -2.69740 9.19413 -15.40800 0.061
H -0.98170 8.89773 -15.78582 0.089
H -1.26512 9.97252 -14.55716 0.076
H -2.40292 7.95471 -12.04773 0.099
```

- net charge = 0
- HOMO level (eV) = -9.71
- LUMO energy (eV) = 0.21
- SMILES = CC(C)O.CC(C)O.CC(C)O.O.O.O.O.O
- M (g mol⁻¹) = 270.36
- gap between HOMO and LUMO (eV) = 9.918


This record from OMol25 describes C28H44BrN3P2Ru as an isolated structure at a distorted geometry. The level of theory is the ωB97M-V functional and the def2-TZVPD basis.

The geometry in XYZ format:
```
79
Properties=species:S:1:pos:R:3:lowdin_spin:R:1
C 2.13122 3.87078 -0.62159 0.071
C 1.24205 3.16187 -1.45405 -0.004
C 1.32559 3.26240 -2.85341 0.068
C 2.25766 4.16235 -3.36745 0.076
N 3.06773 4.84499 -2.56209 0.743
C 3.03490 4.73308 -1.23854 0.079
C 0.24850 2.42562 -0.81500 0.109
C -0.45312 1.96751 0.12404 -0.026
C -1.61358 2.18587 0.88304 0.033
C -2.03935 1.08577 1.65822 0.029
C -3.39318 0.83317 1.88901 0.016
C -4.23558 1.79153 1.39689 -0.004
C -3.85543 3.04927 0.90330 0.029
C -2.50849 3.27459 0.62660 -0.013
Ru -0.84561 -0.74130 0.78996 2.370
P 1.33305 -0.62356 0.11309 0.021
H 0.63176 2.73874 -3.50055 0.006
H 2.04480 3.83727 0.46077 0.006
H 2.32372 4.33117 -4.44607 0.016
H 3.71387 5.33645 -0.62886 0.016
H -2.17926 4.23318 0.19574 0.000
H -1.41097 0.37352 2.21703 0.016
H -4.65230 3.75495 0.71341 0.001
H -3.73271 -0.11266 2.31539 0.001
C 2.08110 -2.31685 0.43331 0.024
C 3.31235 -2.75244 -0.37512 0.007
H 1.24504 -3.01513 0.27725 0.005
H 2.31758 -2.33241 1.51023 0.001
H 3.59067 -3.78923 -0.13802 0.001
H 3.15782 -2.71753 -1.45890 0.000
H 4.18864 -2.13817 -0.14122 0.000
C 1.80962 -0.30869 -1.68419 0.001
C 3.16353 0.31972 -2.06152 0.000
H 0.99055 0.34327 -2.00969 0.001
H 1.71311 -1.26042 -2.22745 0.000
H 3.23117 0.44578 -3.15285 0.000
H 3.31149 1.32120 -1.63643 0.000
H 4.01502 -0.31433 -1.78121 0.000
C 2.55212 0.52118 0.97462 0.005
C 4.04533 0.18027 1.02263 0.000
H 2.19041 0.55275 2.00746 0.001
H 2.37723 1.52098 0.54739 0.001
H 4.58650 0.94127 1.60620 0.000
H 4.24221 -0.78231 1.51030 0.000
H 4.50080 0.17182 0.02770 0.000
Br -6.10706 1.24687 1.44601 -0.001
P -1.57039 -1.54253 -1.32703 0.048
C -0.49867 -2.54411 -2.43162 0.004
C -0.96849 -3.88225 -2.99518 0.001
H 0.42082 -2.70949 -1.84715 0.000
H -0.24611 -1.85723 -3.25359 0.000
H -0.11513 -4.32565 -3.52475 0.000
H -1.26490 -4.58594 -2.21023 0.000
H -1.77982 -3.77656 -3.72532 0.000
C -2.49721 -2.67953 -0.21050 0.059
C -3.93079 -3.06766 -0.58720 0.017
H -2.46913 -2.15192 0.78282 0.016
H -1.86895 -3.57767 -0.11464 0.004
H -4.35061 -3.65708 0.23906 0.001
H -4.58016 -2.19738 -0.73717 0.001
H -3.95989 -3.69864 -1.48548 0.002
C -2.52969 -0.35627 -2.32670 0.012
C -3.14032 -0.83124 -3.64968 0.004
H -1.81119 0.46151 -2.51455 0.000
H -3.29508 0.05158 -1.64614 0.000
H -3.72361 0.00060 -4.06010 0.001
H -2.37904 -1.08772 -4.39679 0.000
H -3.82027 -1.68260 -3.52713 0.000
C -0.95905 0.71887 5.57261 0.003
N 0.20925 0.04713 4.97734 0.024
C 1.14483 -0.65149 5.87071 0.002
C 0.30486 -0.02779 3.69644 0.018
N 0.31586 -0.17846 2.51374 0.070
H -0.87490 0.61930 6.66166 0.000
H -1.88969 0.26281 5.19866 0.001
H -0.96886 1.77348 5.26150 0.001
H 1.14185 -1.73592 5.69243 0.001
H 2.17150 -0.30059 5.70974 0.001
H 0.83249 -0.44374 6.89887 0.000
```

- net charge = +4
- HOMO level (spin up / spin down) (eV) = -19.02 / -18.97
- LUMO energy (spin up / spin down) (eV) = -12.62 / -14.91
- M (g mol⁻¹) = 665.60
- spin multiplicity = 5
- gap between HOMO and LUMO (spin up / spin down) (eV) = 6.400 / 4.065